{"formula": "C57H53N11O24PS2", "method": "ωB97M-V/def2-TZVPD", "symbols": ["C", "C", "C", "S", "O", "O", "N", "S", "O", "O", "P", "N", "O", "O", "H", "H", "H", "H", "H", "H", "H", "H", "C", "C", "C", "C", "C", "C", "N", "O", "O", "H", "H", "H", "H", "H", "C", "C", "C", "C", "C", "C", "N", "O", "O", "H", "H", "H", "H", "H", "C", "C", "C", "C", "C", "C", "N", "O", "O", "H", "H", "H", "H", "H", "C", "C", "C", "C", "C", "C", "N", "O", "O", "H", "H", "H", "H", "H", "C", "C", "C", "C", "C", "C", "N", "O", "O", "H", "H", "H", "H", "H", "C", "C", "C", "C", "C", "C", "N", "O", "O", "H", "H", "H", "H", "H", "C", "C", "C", "C", "C", "C", "N", "O", "O", "H", "H", "H", "H", "H", "C", "C", "C", "C", "C", "C", "N", "O", "O", "H", "H", "H", "H", "H", "C", "C", "C", "C", "C", "C", "N", "O", "O", "H", "H", "H", "H", "H"], "positions_angstrom": [[-9.8808, -2.0322, -3.9685], [-9.8191, -0.9773, -2.9112], [-9.0660, -1.1008, -1.4602], [-7.1894, -1.4177, -1.6085], [-6.8535, -2.3568, -0.3868], [-6.8148, -2.0668, -2.9823], [-6.3640, 0.1204, -1.5253], [-4.7746, -0.0141, -0.8153], [-4.7553, -0.2038, 0.7215], [-4.0485, 1.3612, -1.0854], [-3.5165, -1.5263, -1.6688], [-2.2241, -1.6716, -0.6543], [-4.2403, -3.1189, -1.7450], [-2.8280, -1.1041, -3.2289], [-9.4584, -1.7350, -5.0446], [-10.2979, -3.1248, -3.8198], [-10.4208, 0.0266, -3.1480], [-9.1401, -0.0316, -0.9355], [-9.5805, -1.8791, -0.7183], [-1.3344, -1.4460, -1.1899], [-4.0846, -3.5199, -2.6530], [-3.5057, -1.1814, -3.9653], [-3.1469, 4.0798, -2.2164], [-4.2896, 4.3524, -1.4627], [-5.1512, 5.3821, -1.8456], [-4.8600, 6.1330, -2.9928], [-3.7095, 5.8665, -3.7469], [-2.8538, 4.8360, -3.3525], [-5.7752, 7.2001, -3.4148], [-6.7724, 7.4177, -2.7106], [-5.5008, 7.8192, -4.4528], [-2.4810, 3.2722, -1.9171], [-4.5105, 3.7596, -0.5776], [-6.0377, 5.5820, -1.2476], [-3.4687, 6.4446, -4.6366], [-1.9597, 4.6193, -3.9330], [-9.8604, 9.5972, 1.4743], [-11.1781, 9.1766, 1.6609], [-11.6987, 8.1401, 0.8837], [-10.8856, 7.5260, -0.0789], [-9.5648, 7.9514, -0.2736], [-9.0562, 8.9908, 0.5077], [-11.4190, 6.4188, -0.8815], [-12.5980, 6.0843, -0.6926], [-10.6591, 5.8796, -1.6986], [-9.4572, 10.4020, 2.0866], [-11.7992, 9.6551, 2.4152], [-12.7275, 7.8239, 1.0414], [-8.9243, 7.4869, -1.0205], [-8.0312, 9.3262, 0.3662], [0.3539, -2.2722, 4.1886], [-0.3890, -2.0242, 3.0333], [-0.1322, -2.7481, 1.8673], [0.8723, -3.7256, 1.8708], [1.6248, -3.9713, 3.0270], [1.3608, -3.2391, 4.1862], [1.1298, -4.5076, 0.6556], [0.4558, -4.2475, -0.3522], [2.0030, -5.3856, 0.7081], [0.1463, -1.7092, 5.0969], [-1.1711, -1.2680, 3.0425], [-0.7200, -2.5429, 0.9752], [2.4107, -4.7236, 3.0423], [1.9374, -3.4245, 5.0898], [3.3666, -1.5246, 10.6826], [4.0456, -1.7891, 9.4922], [3.4414, -1.5094, 8.2649], [2.1529, -0.9581, 8.2415], [1.4660, -0.6987, 9.4349], [2.0793, -0.9853, 10.6561], [1.5225, -0.6381, 6.9551], [2.1549, -0.8999, 5.9211], [0.3964, -0.1209, 6.9767], [3.8440, -1.7392, 11.6372], [5.0480, -2.2109, 9.5210], [3.9838, -1.7212, 7.3461], [0.4636, -0.2756, 9.4312], [1.5555, -0.7847, 11.5881], [-0.4924, -0.2920, -7.3301], [0.1576, 0.1945, -6.1948], [0.0671, 1.5475, -5.8623], [-0.6843, 2.4075, -6.6750], [-1.3315, 1.9233, -7.8197], [-1.2313, 0.5688, -8.1435], [-0.8043, 3.8259, -6.3168], [-0.2015, 4.2195, -5.3072], [-1.5046, 4.5473, -7.0416], [-0.4235, -1.3488, -7.5822], [0.7329, -0.4823, -5.5666], [0.5794, 1.9110, -4.9742], [-1.9139, 2.5806, -8.4620], [-1.7326, 0.1826, -9.0283], [6.8958, -8.4732, 3.3875], [7.3669, -7.2218, 2.9875], [6.9032, -6.0653, 3.6175], [5.9668, -6.1745, 4.6548], [5.4864, -7.4291, 5.0532], [5.9554, -8.5783, 4.4137], [5.4946, -4.9643, 5.3382], [5.9290, -3.8718, 4.9440], [4.6923, -5.1045, 6.2724], [7.2645, -9.3725, 2.8970], [8.0987, -7.1479, 2.1858], [7.2802, -5.0975, 3.2942], [4.7559, -7.5280, 5.8534], [5.5908, -9.5570, 4.7178], [4.3552, 6.2655, -6.6446], [3.0374, 5.8449, -6.4580], [2.5169, 4.8084, -7.2352], [3.3300, 4.1943, -8.1978], [4.6508, 4.6197, -8.3926], [5.1594, 5.6591, -7.6112], [2.7966, 3.0871, -9.0004], [1.6176, 2.7526, -8.8115], [3.5565, 2.5479, -9.8176], [4.7584, 7.0703, -6.0323], [2.4164, 6.3234, -5.7037], [1.4881, 4.4922, -7.0775], [5.2913, 4.1552, -9.1394], [6.1844, 5.9945, -7.7527], [4.5064, 2.6971, 4.0880], [5.5128, 3.5996, 4.4356], [6.1212, 3.5205, 5.6898], [5.7153, 2.5262, 6.5906], [4.6999, 1.6237, 6.2472], [4.0969, 1.7145, 4.9911], [6.3686, 2.4218, 7.9008], [7.2495, 3.2506, 8.1746], [6.0052, 1.5089, 8.6562], [4.0389, 2.7592, 3.1068], [5.8255, 4.3636, 3.7270], [6.9041, 4.2312, 5.9455], [4.3717, 0.8503, 6.9384], [3.3098, 1.0167, 4.7139], [6.1966, -9.1430, -3.2633], [7.2030, -8.2405, -2.9158], [7.8114, -8.3196, -1.6616], [7.4055, -9.3139, -0.7608], [6.3900, -10.2164, -1.1042], [5.7870, -10.1256, -2.3603], [8.0588, -9.4183, 0.5495], [8.9396, -8.5895, 0.8233], [7.6954, -10.3312, 1.3048], [5.7291, -9.0809, -4.2445], [7.5157, -7.4765, -3.6244], [8.5942, -7.6089, -1.4059], [6.0618, -10.9898, -0.4129], [5.0000, -10.8234, -2.6375]], "atomic_forces_ev_per_a": [[0.25, 2.17, 1.73], [-0.36, -1.88, -1.70], [-2.60, 1.39, 0.03], [3.67, -3.99, 0.29], [-1.48, 3.39, -3.93], [-1.75, 2.19, 3.93], [1.10, -2.26, 0.82], [-1.76, 5.89, 4.58], [-0.26, -0.59, -5.13], [-2.28, -4.93, -0.47], [5.80, -3.99, 0.17], [-1.65, 1.03, -2.75], [1.02, 2.78, -1.65], [-3.19, -0.91, 1.16], [-2.20, -0.38, 2.15], [2.18, 1.99, 0.15], [2.66, -1.72, 0.17], [0.25, -2.38, -1.14], [1.78, 1.36, -1.69], [-1.54, -0.27, 0.69], [-0.36, 0.88, 1.47], [0.90, 0.27, 1.20], [0.01, 0.11, -0.05], [-0.03, 0.31, -0.15], [0.12, -0.03, -0.04], [0.53, -0.64, 0.22], [-0.04, 0.02, -0.02], [-0.39, 0.10, 0.22], [-0.51, 0.66, -0.35], [1.23, -0.11, -0.98], [-0.53, -0.73, 1.47], [-0.26, 0.12, -0.03], [0.03, 0.07, -0.29], [0.17, 0.06, -0.30], [-0.24, -0.06, 0.24], [-0.23, 0.15, 0.14], [-0.03, -0.11, -0.10], [0.21, -0.20, -0.30], [0.06, -0.01, -0.03], [0.40, 0.80, 0.61], [-0.06, -0.07, -0.01], [-0.40, -0.10, 0.09], [-0.34, -1.14, -0.90], [1.60, 0.48, -0.26], [-1.22, 0.86, 1.28], [-0.08, -0.16, -0.13], [0.09, -0.14, -0.18], [0.30, -0.08, -0.20], [-0.28, -0.01, 0.10], [-0.22, -0.13, -0.04], [-0.18, -0.12, -0.16], [0.31, -0.27, 0.09], [0.12, -0.11, -0.13], [-0.24, 0.58, 0.83], [0.00, 0.01, 0.09], [-0.18, -0.08, -0.42], [-0.11, -0.37, -1.13], [1.17, -0.49, 1.50], [-1.01, 0.99, -0.15], [-0.05, -0.18, -0.38], [0.13, -0.20, -0.12], [0.03, -0.14, 0.06], [-0.24, 0.13, -0.20], [-0.05, 0.00, -0.23], [-0.05, 0.02, -0.16], [-0.36, 0.15, 0.01], [-0.06, 0.05, 0.01], [0.46, -0.25, 0.89], [0.02, 0.01, 0.00], [0.19, -0.06, -0.39], [-0.51, 0.34, -0.93], [-0.70, 0.63, 1.59], [1.61, -0.75, -0.13], [-0.10, 0.04, -0.20], [-0.23, 0.10, -0.09], [-0.28, 0.07, 0.10], [0.27, -0.10, -0.22], [0.06, -0.02, -0.24], [0.00, 0.18, 0.03], [-0.18, 0.27, -0.23], [-0.05, 0.04, -0.07], [0.02, -0.98, -0.18], [-0.01, -0.02, 0.06], [0.18, 0.21, 0.37], [-0.39, 0.91, -0.03], [-0.66, -0.35, -1.32], [1.12, -0.94, 1.16], [-0.01, 0.22, 0.06], [-0.14, 0.20, -0.09], [-0.23, 0.08, -0.25], [0.21, -0.01, 0.31], [0.09, 0.15, 0.18], [-0.06, 0.00, 0.21], [-0.28, 0.23, 0.33], [-0.09, -0.04, 0.08], [0.34, -0.77, -0.45], [0.01, -0.01, 0.00], [0.12, 0.52, -0.08], [-0.35, 1.08, 0.48], [-0.68, -1.55, 0.66], [1.07, 0.29, -1.25], [-0.15, 0.44, 0.43], [-0.24, 0.08, 0.35], [-0.23, -0.15, 0.24], [0.19, 0.26, -0.18], [0.04, 0.23, -0.03], [-0.07, -0.12, -0.09], [0.22, -0.15, -0.25], [0.07, -0.07, -0.10], [0.35, 0.77, 0.60], [-0.02, 0.00, 0.03], [-0.40, -0.16, 0.03], [-0.56, -1.01, -0.71], [1.77, 0.48, -0.33], [-1.10, 0.74, 1.13], [-0.09, -0.16, -0.13], [0.06, -0.17, -0.19], [0.41, 0.00, -0.18], [-0.34, -0.02, 0.15], [-0.21, -0.11, -0.02], [0.07, 0.00, 0.14], [-0.10, -0.29, 0.30], [-0.02, -0.05, 0.01], [-0.43, 0.06, -0.89], [0.05, 0.07, -0.04], [0.24, 0.22, 0.06], [0.56, -0.08, 1.12], [-1.24, -1.21, -0.32], [0.55, 1.31, -1.02], [0.08, -0.02, 0.22], [-0.03, -0.14, 0.20], [-0.18, -0.29, 0.13], [0.23, 0.25, -0.05], [0.17, 0.10, 0.14], [0.06, -0.02, 0.13], [-0.09, -0.29, 0.29], [-0.02, -0.05, 0.01], [-0.43, 0.07, -0.85], [0.03, 0.02, -0.01], [0.32, 0.25, 0.12], [0.59, -0.10, 0.70], [-1.18, -1.41, -0.40], [0.72, 0.98, -1.40], [0.09, 0.00, 0.22], [-0.04, -0.14, 0.21], [-0.18, -0.28, 0.12], [0.23, 0.28, -0.04], [0.17, 0.14, 0.12]], "lumo_energy_ev": -0.169, "gap_ev": 5.74, "energy_ev": -156428.4680, "charge": -1, "molar_mass_g_mol": 1371.21}


{"formula": "C57H55N5O7PSc", "method": "ωB97M-V/def2-TZVPD", "symbols": ["Sc", "C", "C", "C", "C", "C", "C", "C", "C", "C", "C", "C", "N", "C", "C", "C", "C", "C", "C", "C", "C", "C", "C", "C", "C", "C", "N", "C", "C", "C", "C", "C", "C", "C", "C", "C", "C", "C", "C", "N", "C", "C", "N", "C", "C", "C", "C", "C", "C", "H", "H", "H", "H", "H", "H", "H", "H", "H", "H", "H", "H", "H", "H", "H", "H", "H", "H", "H", "H", "H", "H", "H", "H", "H", "H", "H", "H", "N", "C", "O", "C", "C", "H", "H", "H", "H", "H", "H", "C", "O", "C", "O", "H", "H", "H", "C", "C", "C", "C", "O", "P", "O", "O", "O", "C", "C", "C", "C", "H", "H", "H", "H", "H", "H", "H", "H", "H", "H", "H", "H", "H", "H", "H", "H", "H", "H"], "positions_angstrom": [[-0.0002, 0.3378, -0.1238], [0.2234, -6.8239, 4.2172], [0.4746, -6.9198, 2.8534], [0.4687, -5.7743, 2.0613], [0.2150, -4.5202, 2.6138], [-0.0400, -4.4375, 3.9812], [-0.0328, -5.5772, 4.7779], [0.2063, -3.2912, 1.7590], [-1.0872, -2.6848, 1.5217], [-2.3059, -3.2547, 1.9061], [-3.3074, -2.3780, 1.4756], [-2.6524, -1.3092, 0.8436], [-1.3030, -1.4925, 0.8566], [-3.3125, -0.0555, 0.4215], [-2.7836, 1.1144, 0.9804], [-3.5262, 2.2162, 1.5628], [-2.6392, 2.9844, 2.2392], [-1.3163, 2.4343, 1.9905], [-0.1044, 2.9544, 2.3826], [-0.0851, 4.2060, 3.1866], [0.5859, 4.2558, 4.4158], [0.5869, 5.4041, 5.1943], [-0.0805, 6.5471, 4.7651], [-0.7369, 6.5226, 3.5423], [-0.7319, 5.3698, 2.7618], [1.1783, 2.3907, 2.0113], [1.3914, 1.1862, 1.3769], [2.7532, 1.0902, 1.1633], [3.4548, -0.1148, 0.7637], [4.9535, -0.0593, 0.7150], [5.5915, -0.3717, -0.4902], [6.9787, -0.3477, -0.5890], [7.7552, -0.0093, 0.5132], [7.1305, 0.2970, 1.7162], [5.7436, 0.2704, 1.8143], [2.9451, -1.3617, 0.5922], [3.6371, -2.5545, 1.0879], [2.7176, -3.4137, 1.5502], [1.3840, -2.8776, 1.2731], [1.5434, -1.7505, 0.3472], [3.3860, 2.2505, 1.6151], [2.4000, 3.0664, 2.1614], [-1.4566, 1.2838, 1.2446], [-4.5268, -0.0479, -0.3761], [-5.0479, 1.1560, -0.9103], [-6.1880, 1.1788, -1.6939], [-6.8603, 0.0045, -2.0289], [-6.3408, -1.1981, -1.5640], [-5.2061, -1.2286, -0.7612], [0.2247, -7.7127, 4.8397], [0.6702, -7.8877, 2.4043], [0.6690, -5.8434, 0.9966], [-0.2471, -3.4635, 4.4115], [-0.2279, -5.4931, 5.8419], [-2.4300, -4.1858, 2.4416], [-4.3709, -2.4631, 1.6485], [-4.6020, 2.3127, 1.5549], [-2.8650, 3.8271, 2.8747], [1.1014, 3.3652, 4.7564], [1.1083, 5.4085, 6.1448], [-0.0825, 7.4430, 5.3730], [-1.2480, 7.4107, 3.1851], [-1.2211, 5.3691, 1.7930], [4.9843, -0.5948, -1.3646], [7.4493, -0.5818, -1.5370], [8.8362, 0.0201, 0.4354], [7.7240, 0.5570, 2.5851], [5.2661, 0.4870, 2.7633], [4.7065, -2.6216, 1.2276], [2.9068, -4.3164, 2.1136], [4.4406, 2.4677, 1.5557], [2.5329, 4.0476, 2.5902], [-4.4962, 2.0743, -0.7564], [-6.5398, 2.1270, -2.0867], [-7.7422, 0.0257, -2.6593], [-6.8263, -2.1318, -1.8286], [-4.8350, -2.1819, -0.4110], [-2.0400, -2.6580, -2.1685], [-0.8670, -2.1286, -1.7785], [-0.7016, -0.9120, -1.7984], [0.2497, -3.0695, -1.4356], [1.5463, -2.3649, -1.0505], [-2.8155, -2.0080, -2.1971], [-2.2489, -3.6075, -1.9148], [0.4466, -3.6832, -2.3181], [-0.0864, -3.7350, -0.6427], [1.7768, -1.5783, -1.7601], [2.3442, -3.1056, -1.0938], [0.3835, 3.7849, -0.8694], [-0.8070, 3.3247, -1.5076], [-1.0534, 1.9469, -1.4175], [-2.0037, 1.5995, -2.0780], [0.1543, 4.2765, 0.0788], [0.8685, 4.5022, -1.5312], [1.0867, 2.9770, -0.6730], [5.4168, 1.9965, -3.4638], [4.7492, 2.6659, -2.2620], [5.7317, 2.7408, -1.1027], [4.2700, 4.0714, -2.6180], [3.6405, 1.9005, -1.7452], [2.5913, 0.9838, -2.5372], [3.2414, -0.1284, -3.2711], [1.5716, 0.6045, -1.4978], [1.9827, 2.0804, -3.5477], [1.1741, 1.8135, -4.7277], [2.1200, 1.5120, -5.8876], [0.1821, 0.6702, -4.5296], [0.4117, 3.1057, -4.9683], [6.2989, 2.5747, -3.7499], [4.7344, 1.9425, -4.3143], [5.7147, 0.9763, -3.2102], [6.5815, 3.3732, -1.3753], [6.0940, 1.7400, -0.8423], [5.2321, 3.1660, -0.2274], [5.1112, 4.6754, -2.9739], [3.8394, 4.5452, -1.7323], [3.5027, 4.0240, -3.3915], [2.7039, 0.6146, -5.6588], [2.8047, 2.3521, -6.0449], [1.5486, 1.3474, -6.8065], [0.7079, -0.2716, -4.3376], [-0.4196, 0.5630, -5.4372], [-0.4852, 0.8861, -3.6919], [1.1139, 3.9382, -5.0872], [-0.1932, 3.0166, -5.8770], [-0.2459, 3.3186, -4.1194]], "atomic_forces_ev_per_a": [[-0.32, -0.65, 0.59], [0.00, 0.05, -0.07], [-0.02, 0.11, 0.02], [0.01, -0.07, 0.06], [-0.04, 0.01, -0.05], [-0.02, -0.03, 0.09], [0.01, 0.05, -0.07], [-0.21, -0.07, 0.08], [-0.06, 0.03, -0.06], [0.01, -0.01, -0.06], [0.05, -0.12, -0.04], [0.03, -0.03, -0.07], [-0.13, 0.12, 0.14], [0.14, 0.19, 0.16], [0.24, -0.51, -0.25], [0.09, 0.59, 0.27], [-0.52, -0.13, -0.18], [0.64, 0.04, 0.11], [-0.60, -0.09, -0.09], [0.00, 0.00, 0.01], [-0.04, -0.01, 0.03], [-0.02, -0.05, -0.07], [-0.01, -0.10, -0.10], [0.02, -0.04, 0.01], [0.03, 0.06, -0.08], [0.46, -0.08, -0.10], [0.13, 0.13, 0.03], [-0.12, 0.26, 0.04], [-0.13, -0.30, 0.07], [-0.01, -0.03, -0.10], [-0.05, -0.29, 0.11], [-0.02, -0.28, 0.18], [-0.09, -0.04, -0.07], [-0.08, 0.03, -0.05], [0.05, -0.09, 0.11], [-0.06, 0.14, -0.08], [0.08, -0.02, -0.09], [-0.05, 0.01, -0.02], [0.12, 0.16, -0.23], [0.43, -0.15, -0.08], [0.08, -0.09, -0.02], [-0.17, 0.03, 0.02], [-0.22, -0.07, 0.11], [-0.09, -0.04, 0.04], [0.05, -0.02, -0.03], [0.02, -0.05, 0.05], [0.08, -0.03, 0.06], [0.10, 0.09, 0.05], [-0.06, 0.09, 0.02], [0.00, 0.04, -0.04], [0.00, 0.04, 0.00], [-0.02, 0.00, 0.06], [0.00, -0.06, -0.03], [0.01, 0.01, -0.05], [-0.01, 0.03, -0.02], [0.07, 0.02, 0.03], [0.05, -0.01, 0.00], [0.02, -0.02, -0.01], [0.00, 0.03, -0.01], [0.00, -0.02, 0.00], [0.00, 0.03, 0.01], [0.01, -0.04, -0.01], [0.01, -0.01, 0.08], [0.00, -0.01, 0.09], [0.00, 0.02, 0.00], [-0.02, 0.00, 0.00], [0.00, -0.01, 0.00], [-0.01, 0.04, -0.08], [-0.04, -0.03, -0.04], [-0.01, 0.03, -0.04], [-0.07, -0.03, 0.06], [0.02, -0.02, 0.01], [-0.02, -0.05, -0.06], [0.03, 0.01, 0.02], [0.02, 0.00, 0.02], [0.01, -0.02, 0.01], [0.00, 0.00, -0.04], [-0.20, -0.04, -0.01], [0.12, 0.37, -0.15], [-0.01, -0.23, -0.10], [0.17, 0.09, 0.16], [-0.14, 0.05, 0.22], [-0.01, -0.01, 0.03], [-0.02, -0.02, 0.07], [0.03, -0.03, -0.05], [-0.05, -0.12, 0.04], [0.03, 0.07, -0.02], [0.15, -0.09, 0.04], [-0.26, -0.03, -0.08], [0.45, 0.32, 0.13], [0.38, 0.19, 0.05], [-0.63, -0.02, -0.32], [-0.05, 0.01, -0.02], [0.03, 0.05, -0.10], [0.03, -0.09, -0.03], [-0.19, -0.10, 0.04], [0.05, -0.05, -0.01], [0.10, 0.00, 0.16], [-0.17, -0.09, -0.01], [0.10, 0.22, -0.07], [-0.02, 0.06, -0.03], [0.11, -0.21, -0.15], [0.13, 0.24, -0.06], [-0.28, -0.01, -0.13], [0.06, -0.09, -0.02], [0.13, -0.09, 0.09], [0.18, -0.01, 0.31], [-0.03, 0.18, 0.08], [0.01, 0.01, 0.02], [0.04, -0.01, 0.04], [-0.02, 0.10, -0.06], [0.01, 0.01, 0.01], [-0.09, 0.70, -0.13], [0.09, 0.00, -0.17], [-0.05, -0.05, 0.04], [0.00, -0.01, -0.05], [0.02, 0.02, 0.01], [-0.05, 0.12, -0.03], [-0.04, -0.05, 0.00], [0.02, 0.02, 0.05], [-0.06, 0.10, -0.02], [0.04, 0.00, 0.03], [0.05, -0.11, -0.12], [-0.06, -0.05, -0.02], [0.05, 0.03, 0.07], [0.06, -0.05, -0.08]], "lumo_energy_ev": [4.056, 4.058], "gap_ev": [4.47, 4.42], "de_lowest_kcal_mol": 43.2, "energy_ev": -111783.7903, "charge": -2, "molar_mass_g_mol": 998.02}